Molecular formula: C3HF5N2O2
Method: DFT, wB97M-V/def2-TZVPD

The frontier orbital gap comes out at 10.91 eV. Its charge is 0. As for the largest force on an atom: 2.4 eV/Å. The value obtained for the energy above the lowest of the compared OMol25 structures with the same formula, charge and spin is 0.0000 eV.

```
13
C3HF5N2O2, DFT wB97M-V/def2-TZVPD
F -0.88454 3.06412 3.07720
F -1.93083 -0.73137 -2.00738
F -2.82846 -1.40144 -0.16150
F -2.04145 3.50753 1.42570
F -4.12542 -0.82561 -1.75670
O -2.30809 1.52713 2.36202
O -2.95870 0.68557 -0.62515
N -1.74954 0.96722 -0.00947
N 0.40469 -0.05014 0.14228
C -1.76510 2.55014 2.25191
C -0.67410 0.39239 -0.06046
C -2.98064 -0.54363 -1.12017
H 1.20773 -0.06655 -0.45353
```

Molecular formula: C3HI3O
Method: DFT, wB97M-V/def2-TZVPD

The frontier orbital gap comes out at 7.48 eV. Its charge is 0. As for the largest force on an atom: 4.0 eV/Å. The value obtained for the energy above the lowest of the compared OMol25 structures with the same formula, charge and spin is 3.3467 eV.

```
8
C3HI3O, DFT wB97M-V/def2-TZVPD
I 0.92721 4.78386 1.78580
I -2.09083 -1.00465 1.65354
I -3.05470 1.03854 -1.21258
O -0.60987 -0.14236 -0.84596
C -0.15976 3.08180 1.29464
C -0.84458 2.09532 1.19221
C -1.52376 0.24226 0.01638
H 0.00433 -0.81433 -0.54373
```

Molecular formula: C3HINO
Method: DFT, wB97M-V/def2-TZVPD

The frontier orbital gap (spin up / spin down) comes out at 7.71 / 7.51 eV. Its charge is +1. As for the largest force on an atom: 3.5 eV/Å. The value obtained for the energy above the lowest of the compared OMol25 structures with the same formula, charge and spin is 4.3415 eV.

```
7
C3HINO, DFT wB97M-V/def2-TZVPD
I -2.60891 -1.49092 -0.68709
O -2.26583 1.27816 0.34162
N 0.25395 1.46866 0.60708
C -0.17441 0.40911 0.15552
C -1.60412 0.19575 -0.04239
C -2.31197 2.35290 0.74106
H 0.48847 -0.42258 -0.13143
```

Calculated electronic energy, -23786.977, -29470.577, -14749.993 eV (same order as the records).